(1)
Below is an isolated molecule of C5H8O2, with properties calculated with ωB97M-V/def2-TZVPD.

SMILES   O=C1CC(CO)C1
M   100.12 g mol⁻¹
Energy   -9408.633 eV
HOMO-LUMO gap   0.370 hartree
Energy relative to the best compared isomer or geometry (same formula, charge and spin)   1.199 eV
LUMO   0.67 eV

Each line ends with the Löwdin charge.
Atoms and positions in Å:
O 2.946 0.729 0.298  0.099
O -1.654 1.076 0.394  -0.068
C -0.054 -0.618 -0.212  -0.275
C 0.765 -0.265 1.058  -0.048
C -1.519 -0.202 -0.204  -0.237
C 1.815 0.355 0.140  -0.384
C 0.906 0.239 -1.083  -0.047
H 0.262 0.513 1.640  0.119
H -2.110 -0.956 0.333  0.122
H 0.482 1.208 -1.373  0.128
H 0.020 -1.680 -0.469  0.141
H -1.889 -0.163 -1.240  0.120
H -2.431 1.070 0.961  0.092
H 1.356 -0.237 -1.961  0.120
H 1.103 -1.069 1.719  0.120



(2)
Below is a cluster of 8 separate species, C52H121F3N6O9 in total at a distorted geometry, with properties calculated with ωB97M-V/def2-TZVPD.

M   1031.57 g mol⁻¹
Energy   -91363.667 eV
HOMO-LUMO gap   0.174 hartree
LUMO   -7.50 eV
Charge   +4

Each line ends with the Löwdin charge.
Atoms and positions in Å:
F -4.423 1.506 -0.405  0.181
F -2.668 1.704 -1.461  0.090
F -4.577 2.729 -1.984  0.096
O -1.341 -0.270 1.605  -0.026
O 0.320 -1.588 1.441  -0.094
O -2.523 4.466 -0.777  -0.096
O -6.024 -1.489 -7.491  -0.202
O -3.095 -4.976 1.929  0.160
O 2.973 -3.464 3.923  -0.172
O -5.453 2.597 7.712  -0.214
O 2.750 4.915 -2.328  -0.242
O -4.113 4.399 0.770  -0.254
N -2.478 -2.796 2.599  0.096
N 2.353 -2.922 -3.586  -0.187
N -3.515 -0.526 -6.095  -0.211
N -3.452 3.126 5.423  -0.224
N 2.226 -1.704 6.196  -0.221
N 4.897 3.552 -0.540  -0.225
C 2.694 4.909 -0.897  -0.190
C -6.605 2.835 8.553  -0.045
C 1.465 -0.789 5.148  -0.101
C -4.247 -1.893 -5.811  -0.059
C 6.219 3.583 0.343  -0.102
C 4.079 4.845 -0.138  -0.023
C -3.271 3.250 6.948  -0.088
C 3.400 -6.468 -4.835  -0.211
C -3.910 -2.394 2.341  0.030
C -4.329 4.300 4.917  0.049
C -0.287 -0.543 1.074  -0.790
C 3.701 -2.090 5.824  -0.045
C -5.722 -2.000 -6.173  -0.199
C 2.220 -2.616 -1.136  -0.126
C -1.162 1.937 4.935  -0.053
C 2.196 0.620 4.841  -0.027
C -3.129 -0.308 -7.591  -0.116
C -2.065 3.184 4.744  -0.126
C 3.404 -4.950 -4.569  -0.204
C -0.618 5.507 -1.636  -0.072
C -7.419 -1.750 -7.845  -0.042
C -1.122 4.185 -1.061  -0.268
C 2.146 -4.385 -3.975  -0.106
C 4.189 2.176 -0.305  -0.124
C -2.125 -1.374 -8.114  -0.043
C 0.991 -2.336 -3.194  -0.114
C 0.191 0.311 -0.071  0.001
C 2.042 -0.956 7.519  -0.144
C -2.182 -4.196 2.059  -0.296
C -2.433 -0.292 -3.662  -0.054
C 3.880 -2.481 4.367  -0.207
C -0.671 -4.721 2.018  0.036
C 3.282 6.148 -2.833  -0.052
C 5.292 3.613 -2.008  0.017
C -3.714 2.380 -0.964  -0.593
C 2.582 -1.760 8.798  -0.025
C 2.100 -2.357 -6.128  -0.213
C 2.489 -6.776 -6.028  -0.105
C -3.219 3.564 0.039  -0.462
C -4.427 0.689 -5.716  0.042
C -4.450 3.568 7.842  -0.225
C 0.836 -2.838 -1.779  -0.159
C 2.581 -1.406 -7.231  -0.082
C 3.195 -2.620 -2.361  -0.068
C 3.085 -3.801 2.548  -0.092
C -2.214 -0.424 -5.222  -0.128
C 7.413 2.553 0.025  -0.026
C -4.260 1.831 4.993  -0.128
C 1.354 -2.960 6.265  0.004
C 2.934 -2.054 -4.818  -0.042
C 3.910 1.801 1.164  -0.066
C -4.325 1.649 3.494  -0.066
H -2.517 3.140 0.756  0.107
H -0.350 -5.029 1.023  0.086
H 7.851 2.653 -0.968  0.073
H -3.736 1.011 5.484  0.110
H 5.607 4.591 -2.373  0.106
H 3.059 -7.066 -3.991  0.116
H 3.320 2.138 -0.962  0.121
H -1.517 -0.139 -3.091  0.058
H 2.724 -2.993 1.911  0.062
H 3.985 -2.331 -4.911  0.127
H -4.483 -2.955 3.080  0.109
H -1.832 -2.161 2.154  0.086
H -5.177 1.038 3.195  0.093
H 2.116 -3.410 -6.407  0.099
H -4.076 -0.085 -8.082  0.125
H -2.605 0.647 -7.561  0.120
H 2.890 -1.018 -4.480  0.123
H 4.400 -6.737 -5.173  0.120
H -4.520 2.567 2.939  0.069
H -0.479 3.881 -0.236  0.090
H 2.671 -6.156 -6.906  0.074
H -5.977 -3.055 -6.070  0.137
H 1.426 -6.641 -5.829  0.071
H -4.248 4.337 3.831  0.091
H 4.336 -1.243 6.083  0.138
H 1.472 -1.384 4.235  0.095
H 0.004 -3.949 2.388  0.038
H -0.236 -0.008 -1.022  0.062
H -5.236 1.881 5.475  0.120
H 1.021 -1.248 -3.133  0.134
H 2.417 -3.341 -0.346  0.101
H 5.849 3.475 1.362  0.106
H 1.821 -2.503 9.035  0.073
H -3.657 -2.663 -6.308  0.122
H 1.684 1.131 4.026  0.061
H 4.975 1.488 -0.615  0.110
H 3.595 -2.155 8.711  0.082
H 2.150 5.785 -0.544  0.122
H 3.900 -4.445 -5.398  0.120
H -0.849 1.933 5.979  0.071
H 2.560 -0.348 -6.972  0.080
H 1.316 -4.306 -4.677  0.126
H 4.043 -3.971 2.058  0.094
H 0.192 -2.730 -3.821  0.127
H -3.895 5.225 5.297  0.114
H 6.197 3.012 -2.101  0.089
H -2.918 2.240 7.156  0.123
H -1.355 5.928 -2.321  0.096
H -4.098 3.474 8.870  0.138
H -8.088 -1.522 -7.015  0.092
H -6.270 2.814 9.590  0.096
H -0.520 -5.530 2.733  0.093
H -4.026 -1.321 2.488  0.086
H 4.687 5.732 -0.320  0.132
H -0.263 6.135 -0.819  0.075
H -5.275 0.705 -6.400  0.102
H -2.215 -2.657 3.564  0.177
H 3.371 0.857 1.243  0.070
H 0.267 5.319 -2.244  0.047
H -6.261 -1.502 -5.367  0.126
H -2.253 3.357 3.684  0.122
H -1.662 -1.042 -9.043  0.092
H 8.302 2.625 0.651  0.093
H -1.746 -1.391 -5.407  0.090
H -7.525 -2.829 -7.960  0.090
H -0.322 2.129 4.267  0.071
H -7.380 2.101 8.332  0.098
H 3.927 -3.423 -2.273  0.125
H -1.643 0.978 4.745  0.067
H 1.998 -4.944 -3.051  0.144
H 1.027 -2.186 -6.038  0.088
H 1.017 -0.608 7.651  0.130
H -1.227 -1.522 -7.514  0.051
H 0.427 -0.796 5.482  0.114
H 3.332 2.535 1.727  0.078
H 4.946 -2.698 4.294  0.145
H -1.556 0.368 -5.580  0.130
H 2.704 -0.096 7.426  0.114
H 2.475 -1.169 9.707  0.089
H 3.286 0.594 4.805  0.073
H 1.978 1.225 5.721  0.062
H 1.943 4.139 -0.721  0.114
H -1.702 4.095 5.222  0.130
H 1.061 -3.335 5.284  0.095
H -7.717 -1.260 -8.772  0.101
H -0.937 3.482 -1.873  0.095
H 2.703 -7.767 -6.430  0.085
H 3.018 6.127 -3.890  0.111
H 4.069 -4.780 -3.722  0.104
H -3.043 0.579 -3.421  0.050
H 4.053 -2.882 6.486  0.137
H 0.481 -2.719 6.870  0.103
H -0.184 1.313 0.137  0.071
H 1.939 -1.548 -8.100  0.083
H 3.622 -1.602 -7.485  0.086
H 3.656 -1.634 -2.300  0.130
H 3.831 4.764 0.920  0.126
H 2.561 -4.738 2.359  0.096
H -2.577 -2.353 -8.277  0.082
H 2.232 -1.673 -0.590  0.081
H -4.839 4.576 7.697  0.133
H -4.229 -2.588 1.317  0.113
H -7.060 3.798 8.324  0.094
H 4.327 6.178 -2.524  0.071
H -3.880 1.629 -5.786  0.119
H 2.714 6.963 -2.385  0.102
H -5.343 4.167 5.295  0.116
H 4.743 1.654 1.851  0.076
H -4.847 0.509 -4.726  0.104
H -3.461 1.224 2.984  0.064
H -3.095 -1.020 -3.194  0.078
H 0.749 -3.923 -1.841  0.103
H 1.280 0.261 -0.057  0.046
H 1.764 -3.719 6.931  0.114
H -2.478 3.892 7.334  0.143
H 6.961 1.568 0.140  0.064
H 6.538 4.619 0.221  0.122
H 3.744 -1.558 3.803  0.111
H -4.134 -2.127 -4.752  0.120
H 4.414 3.306 -2.576  0.105
H -0.034 -2.518 -1.205  0.115